This record from the Open Molecules 2025 dataset describes a single C20H24N2O2S molecule. The level of theory is wB97M-V/def2-TZVPD.

The electronic energy comes out at -39041.9165 eV. Its SMILES is CC(C)CNC(=O)c1ccccc1NC(=O)CSCc1ccccc1. The largest force on an atom is 0.6 eV Å⁻¹. As for the HOMO energy: -8.36 eV. The gap between HOMO and LUMO comes out at 8.98 eV. Its energy above the lowest of the compared OMol25 structures with the same formula, charge and spin is 0.00 kcal per mole.

XYZ file:
```
49
Properties=species:S:1:pos:R:3:forces:R:3:lowdin_charge:R:1
C 0.76391 -4.02910 1.06226 0.33 0.03 0.07 -0.075
C 2.05571 -3.22897 1.21944 -0.11 0.15 -0.13 -0.404
C 1.86644 -2.07370 2.19669 0.13 -0.22 -0.09 -0.066
C 2.55952 -2.71073 -0.13767 0.30 -0.17 0.31 -0.155
N 1.58377 -1.92890 -0.86072 -0.16 -0.33 -0.03 0.084
C 1.63589 -0.58530 -0.94455 -0.15 -0.08 -0.11 -0.419
O 2.48864 0.06604 -0.34949 0.19 0.05 0.15 0.046
C 0.60669 0.04833 -1.81517 -0.10 0.26 -0.20 -0.074
C 0.08571 -0.63009 -2.91422 0.02 0.07 0.10 -0.038
C -0.84637 -0.03953 -3.74477 -0.12 -0.08 -0.11 -0.087
C -1.27019 1.25449 -3.48841 0.15 -0.13 0.03 -0.072
C -0.75717 1.95692 -2.41755 0.01 0.19 -0.09 -0.011
C 0.18696 1.37198 -1.57564 -0.10 -0.11 -0.20 -0.150
N 0.71562 2.04396 -0.48448 0.44 -0.19 0.03 0.142
C 0.32447 3.21798 0.06626 0.32 0.13 0.17 -0.537
O -0.50372 3.98229 -0.38054 -0.22 0.21 -0.11 0.064
C 1.03176 3.49575 1.38044 -0.28 -0.18 0.41 -0.369
S 0.66890 2.19459 2.60319 0.01 0.19 0.22 0.880
C -1.16523 2.23672 2.59908 0.57 0.06 0.03 -0.398
C -1.75832 1.44394 1.47756 -0.22 -0.04 -0.11 -0.306
C -2.62793 2.02853 0.56691 0.00 -0.05 0.15 -0.048
C -3.16484 1.27896 -0.46535 -0.13 -0.12 -0.01 -0.083
C -2.83784 -0.05839 -0.60098 -0.15 0.00 -0.07 -0.093
C -1.97205 -0.64715 0.30497 0.01 -0.11 0.06 -0.082
C -1.44005 0.09783 1.33952 -0.05 0.02 0.04 -0.062
H -0.05668 -3.37869 0.76703 -0.14 0.07 -0.04 0.056
H 0.87978 -4.81195 0.31481 -0.06 -0.13 -0.09 0.077
H 0.49548 -4.49724 2.00615 -0.09 -0.06 0.06 0.079
H 2.83236 -3.89641 1.60874 0.00 0.02 -0.06 0.134
H 1.48568 -2.43524 3.14900 -0.07 -0.01 0.13 0.080
H 1.16454 -1.34893 1.79370 -0.09 0.13 -0.03 0.049
H 2.80854 -1.56122 2.37183 0.07 0.12 0.05 0.084
H 2.85735 -3.55594 -0.76711 0.02 0.07 0.04 0.125
H 3.42386 -2.06203 0.02183 -0.03 -0.14 -0.08 0.124
H 0.81080 -2.42071 -1.27665 0.01 0.18 -0.02 0.127
H 0.43790 -1.62458 -3.14946 0.04 -0.06 0.00 0.110
H -1.23291 -0.58291 -4.59376 -0.01 -0.05 -0.08 0.101
H -1.99587 1.72398 -4.13529 -0.07 0.06 -0.05 0.108
H -1.07448 2.96694 -2.22110 -0.01 0.01 0.03 0.107
H 1.47766 1.53102 -0.03161 -0.24 0.21 -0.07 0.101
H 2.11424 3.48348 1.25796 0.03 0.04 -0.02 0.085
H 0.71090 4.45894 1.77868 0.05 -0.04 -0.21 0.086
H -1.46899 3.28214 2.56248 -0.12 -0.02 0.07 0.086
H -1.44369 1.81146 3.56475 -0.03 0.10 0.00 0.081
H -2.87794 3.07490 0.65847 0.02 0.11 0.01 0.116
H -3.83885 1.74411 -1.16871 -0.05 0.05 -0.09 0.109
H -3.25270 -0.63911 -1.41139 -0.03 -0.05 -0.08 0.104
H -1.71951 -1.69365 0.20860 0.03 -0.10 0.00 0.092
H -0.76776 -0.35484 2.05428 0.07 -0.08 0.03 0.093
```
Positions in Å, forces in eV/Å.